(1)
This record from the Open Molecules 2025 dataset describes a 4-piece molecular cluster, C35H47N6O8 overall at a distorted geometry. The level of theory is wB97M-V/def2-TZVPD.

Its spin multiplicity is 1. As for the HOMO-LUMO gap: 8.15 eV. As for the LUMO energy: -3.195 eV. The HOMO energy is -11.35 eV. For the relative energy (zero: lowest compared OMol25 entry of this formula, charge and spin), the calculation gives 0.00 kcal/mol. The net charge is +1.

Each line ends with the Löwdin charge.
Element x y z (Å)
C 4.805 -5.774 0.753  -0.077
C 3.285 -5.722 0.762  -0.227
N 2.815 -5.425 -0.634  0.038
C 1.432 -5.292 -0.707  -0.237
C 0.598 -6.385 -0.448  0.049
C -0.759 -6.225 -0.547  0.052
N -1.295 -5.035 -0.886  -0.023
O -2.662 -4.983 -0.979  -0.030
C -3.254 -4.439 0.238  -0.127
C -4.586 -5.096 0.515  -0.334
C -5.342 -5.287 -0.823  -0.042
C -5.453 -4.250 1.445  -0.155
C -4.929 -4.005 2.859  -0.412
C -4.580 -5.305 3.576  -0.070
C -3.778 -2.990 2.955  -0.063
C -0.540 -3.955 -1.129  -0.136
C -1.170 -2.646 -1.468  -0.028
C -1.163 -1.693 -0.221  -0.348
O -0.826 -2.375 0.975  -0.031
C -0.214 -0.529 -0.462  -0.228
N 0.067 0.184 0.786  0.028
C 0.839 -4.080 -1.047  0.081
H 5.192 -4.873 0.287  0.075
H 5.193 -5.892 1.756  0.081
H 5.108 -6.621 0.146  0.081
H 2.963 -4.915 1.421  0.118
H 2.879 -6.672 1.083  0.109
H 3.214 -4.523 -0.871  0.120
H 1.012 -7.341 -0.183  0.131
H -1.458 -7.020 -0.368  0.156
H -2.569 -4.593 1.066  0.126
H -3.389 -3.367 0.127  0.114
H -4.426 -6.092 0.916  0.135
H -6.411 -5.203 -0.662  0.081
H -5.171 -6.265 -1.258  0.081
H -5.090 -4.513 -1.541  0.083
H -5.710 -3.314 0.952  0.131
H -6.384 -4.801 1.549  0.121
H -5.763 -3.579 3.415  0.130
H -5.451 -5.956 3.589  0.085
H -3.748 -5.791 3.076  0.069
H -4.332 -5.089 4.608  0.083
H -3.847 -2.360 3.831  0.082
H -2.830 -3.526 3.019  0.069
H -3.702 -2.389 2.056  0.061
H -2.203 -2.796 -1.758  0.121
H -0.648 -2.220 -2.317  0.134
H -2.172 -1.336 -0.058  0.142
H 0.127 -2.345 1.100  0.096
H 0.739 -0.913 -0.825  0.112
H -0.676 0.117 -1.212  0.124
H -0.791 0.317 1.303  0.052
H 0.411 1.101 0.530  0.046
H 1.439 -3.214 -1.267  0.134
C 0.051 4.091 5.555  -0.060
C -1.249 4.572 5.486  -0.056
C -2.061 4.230 4.417  0.002
C -1.551 3.405 3.431  -0.146
C -0.256 2.919 3.480  -0.004
C 0.548 3.268 4.552  -0.058
N -2.418 3.033 2.304  -0.341
O -3.537 3.487 2.275  0.101
O -1.960 2.285 1.451  0.033
H 0.681 4.358 6.393  0.111
H -1.633 5.213 6.266  0.112
H -3.072 4.603 4.356  0.122
H 0.126 2.277 2.701  0.099
H 1.562 2.897 4.606  0.111
C 1.196 3.008 -3.061  -0.062
C 2.401 3.334 -3.668  -0.068
C 3.473 3.761 -2.899  -0.001
C 3.319 3.850 -1.529  -0.145
C 2.126 3.534 -0.905  -0.011
C 1.060 3.111 -1.681  -0.077
N 4.459 4.285 -0.705  -0.354
O 5.487 4.577 -1.278  0.084
O 4.300 4.320 0.499  0.075
H 0.361 2.677 -3.664  0.109
H 2.506 3.263 -4.740  0.105
H 4.411 4.019 -3.367  0.121
H 2.026 3.618 0.167  0.114
H 0.117 2.865 -1.208  0.098
C 4.826 9.725 -3.466  -0.065
C 5.433 8.663 -4.123  -0.060
C 4.663 7.631 -4.631  -0.003
C 3.291 7.683 -4.473  -0.150
C 2.668 8.729 -3.817  -0.003
C 3.446 9.756 -3.311  -0.062
N 2.468 6.596 -5.022  -0.344
O 3.040 5.673 -5.570  0.055
O 1.264 6.671 -4.886  0.082
H 5.431 10.532 -3.074  0.109
H 6.507 8.640 -4.241  0.110
H 5.129 6.802 -5.143  0.119
H 1.595 8.747 -3.703  0.119
H 2.976 10.583 -2.797  0.110

(2)
This record from the Open Molecules 2025 dataset describes C35H48CdF10Ge2N4OSSe as an isolated structure at a distorted geometry. The level of theory is wB97M-V/def2-TZVPD.

Its spin multiplicity is 2. As for the HOMO-LUMO gap (alpha / beta): 4.50 / 6.76 eV. As for the LUMO energy (alpha / beta): 2.262 / 2.259 eV. The HOMO energy (alpha / beta) is -2.24 / -4.50 eV. As for the expectation value of S²: 0.77. For the relative energy (zero: lowest compared OMol25 entry of this formula, charge and spin), the calculation gives 50.83 kcal/mol. The net charge is -1.

Each line ends with the Mulliken spin population.
Element x y z (Å)
Cd 0.472 -0.072 0.465  -0.026
C -0.055 -1.947 3.086  -0.010
N 0.669 -0.664 2.868  0.001
C 2.103 -0.702 3.304  0.000
C 2.959 -1.181 2.135  0.000
N 2.695 -0.333 0.979  -0.003
C 3.549 0.589 0.568  0.000
C 4.663 1.099 1.272  0.000
F 4.771 0.932 2.669  0.000
C 5.738 1.701 0.678  0.000
F 6.853 1.866 1.410  0.000
C 5.621 2.230 -0.612  0.000
F 6.750 2.737 -1.141  0.000
C 4.488 1.858 -1.326  0.000
F 4.481 1.942 -2.698  0.000
C 3.401 1.246 -0.717  0.001
F 2.250 1.117 -1.430  -0.002
C -0.124 0.410 3.544  0.004
C 0.045 1.839 3.020  -0.002
N 0.044 1.876 1.578  0.000
C 0.099 3.138 1.079  -0.002
C 0.310 4.310 1.930  0.000
F -0.325 4.439 3.134  0.000
C 1.096 5.350 1.538  0.000
F 1.450 6.304 2.461  0.000
C 1.503 5.430 0.194  0.000
F 2.099 6.570 -0.227  0.000
C 1.030 4.493 -0.747  -0.001
F 1.158 4.736 -2.063  0.000
C 0.242 3.407 -0.319  0.008
F -0.464 2.640 -1.263  0.001
H 0.627 -2.758 2.752  0.000
H -0.947 -2.119 2.489  0.011
H -0.338 -2.077 4.110  -0.001
H 2.422 0.309 3.533  0.000
H 2.204 -1.406 4.146  -0.001
H 4.046 -1.210 2.404  0.000
H 2.669 -2.200 1.817  0.000
H -1.186 0.178 3.342  -0.001
H 0.038 0.379 4.635  0.000
H -0.782 2.399 3.540  0.000
H 0.939 2.271 3.447  0.000
O -1.600 -1.004 0.610  0.059
N -2.302 -1.457 -0.425  0.317
C -3.668 -1.463 -0.224  0.074
C -4.495 -1.935 -1.210  -0.033
C -3.871 -2.282 -2.435  0.361
C -2.487 -2.259 -2.643  -0.118
C -1.709 -1.769 -1.609  0.262
S 0.087 -1.412 -1.822  -0.003
H -3.932 -1.145 0.763  0.024
H -5.538 -1.805 -1.013  0.014
H -4.573 -2.816 -3.109  0.032
H -2.077 -2.531 -3.591  -0.010
C 5.345 -4.180 -0.245  0.000
C 5.230 -4.517 -1.790  0.001
C 3.814 -4.388 -2.338  0.001
C 2.975 -3.280 -1.842  0.005
Ge 1.153 -3.374 -2.444  0.036
C 0.275 -4.929 -1.491  0.009
C 0.823 -5.219 -0.108  -0.004
C 0.529 -6.624 0.315  0.000
C 1.255 -7.093 1.607  0.000
H 6.345 -4.499 0.129  0.000
H 4.668 -4.783 0.413  0.000
H 5.204 -3.124 -0.084  0.000
H 5.614 -5.526 -1.991  0.000
H 5.900 -3.842 -2.404  0.000
H 3.322 -5.410 -2.300  0.002
H 3.879 -4.191 -3.436  -0.002
H 3.283 -2.282 -2.217  -0.001
H 2.857 -3.272 -0.759  -0.001
H 1.087 -3.383 -4.020  -0.001
H 0.430 -5.821 -2.152  0.000
H -0.819 -4.764 -1.473  -0.006
H 0.513 -4.503 0.699  0.000
H 1.927 -5.118 -0.120  0.000
H 0.764 -7.307 -0.523  0.000
H -0.564 -6.736 0.369  0.000
H 2.296 -7.439 1.386  0.000
H 0.578 -7.843 2.135  0.000
H 1.327 -6.327 2.434  0.000
C -7.636 4.487 -1.356  -0.001
Ge -6.028 5.178 -0.453  0.000
C -6.007 7.213 -0.695  0.000
C -6.221 4.609 1.416  0.000
C -4.276 4.621 -1.214  -0.002
Se -4.340 2.881 -2.174  0.005
C -2.830 3.144 -3.412  0.003
H -8.421 4.489 -0.633  0.000
H -7.410 3.473 -1.741  0.001
H -7.791 5.151 -2.203  0.000
H -4.991 7.567 -0.461  0.000
H -6.719 7.637 -0.022  0.000
H -6.248 7.470 -1.729  0.000
H -7.329 4.590 1.593  0.000
H -5.849 5.248 2.233  0.000
H -5.869 3.562 1.501  0.001
H -3.540 4.507 -0.425  0.000
H -3.880 5.341 -1.932  0.000
H -3.044 3.929 -4.140  0.000
H -2.756 2.165 -3.979  0.000
H -1.926 3.262 -2.801  -0.001

(3)
This record from the Open Molecules 2025 dataset describes C35H49BrF3N2O4P2SSe4Y as an isolated structure. The level of theory is wB97M-V/def2-TZVPD.

Its spin multiplicity is 1. As for the HOMO-LUMO gap: 5.54 eV. As for the LUMO energy: 3.920 eV. The HOMO energy is -1.62 eV. For the relative energy (zero: lowest compared OMol25 entry of this formula, charge and spin), the calculation gives 13.61 kcal/mol. The net charge is -2.

Each line ends with the Löwdin charge.
Element x y z (Å)
Y 1.069 -1.177 -0.924  1.050
C -3.021 4.132 0.147  -0.128
C -1.636 3.652 0.570  -0.558
C -1.722 2.943 1.924  -0.141
P -0.694 2.539 -0.609  1.129
C -0.021 3.725 -1.909  -0.526
C -0.638 5.115 -2.070  -0.129
C 0.104 3.054 -3.279  -0.127
C -1.976 1.591 -1.514  -0.308
C -2.817 2.160 -2.483  -0.078
C -3.703 1.414 -3.236  -0.282
C -4.567 2.055 -4.290  -0.066
C -3.741 0.034 -3.019  -0.055
C -2.929 -0.549 -2.074  -0.107
C -2.045 0.210 -1.290  -0.432
N -1.309 -0.454 -0.275  -0.074
C -2.099 -0.745 0.803  -0.318
C -3.419 -0.226 0.969  -0.042
C -4.216 -0.560 2.044  -0.067
C -3.790 -1.425 3.048  -0.305
C -4.661 -1.788 4.223  -0.078
C -2.498 -1.912 2.921  -0.089
C -1.657 -1.589 1.862  -0.307
P 0.032 -2.202 1.735  1.054
C -0.007 -4.032 2.067  -0.554
C 0.117 -4.528 3.505  -0.123
C -1.219 -4.652 1.372  -0.151
C 0.892 -1.382 3.165  -0.527
C 0.196 -1.342 4.526  -0.116
C 1.183 0.052 2.724  -0.133
H -3.446 4.795 0.910  0.068
H -3.696 3.281 0.032  0.070
H -3.008 4.672 -0.799  0.047
H -0.973 4.517 0.689  0.088
H -2.272 2.002 1.841  0.056
H -2.241 3.570 2.657  0.068
H -0.728 2.711 2.309  0.054
H 1.000 3.864 -1.534  0.077
H -1.629 5.069 -2.526  0.054
H -0.006 5.715 -2.734  0.073
H -0.725 5.656 -1.126  0.057
H -0.831 3.118 -3.838  0.065
H 0.369 1.999 -3.210  0.020
H 0.884 3.553 -3.863  0.077
H -2.772 3.230 -2.653  0.085
H -4.487 3.142 -4.253  0.066
H -5.620 1.789 -4.161  0.069
H -4.270 1.732 -5.291  0.075
H -4.400 -0.588 -3.616  0.110
H -2.945 -1.620 -1.916  0.119
H -3.823 0.448 0.227  0.098
H -5.214 -0.130 2.101  0.101
H -5.695 -1.483 4.048  0.062
H -4.329 -1.302 5.146  0.067
H -4.661 -2.865 4.407  0.067
H -2.126 -2.587 3.686  0.094
H 0.884 -4.373 1.528  0.057
H -0.757 -4.271 4.108  0.056
H 1.007 -4.136 4.000  0.064
H 0.197 -5.620 3.497  0.073
H -2.142 -4.400 1.898  0.064
H -1.111 -5.740 1.350  0.075
H -1.294 -4.312 0.339  0.030
H 1.840 -1.916 3.259  0.076
H -0.702 -0.724 4.475  0.071
H 0.872 -0.887 5.257  0.074
H -0.089 -2.323 4.902  0.045
H 0.253 0.579 2.491  0.065
H 1.820 0.068 1.844  0.023
H 1.700 0.602 3.517  0.085
Se 1.146 -4.223 -1.364  -0.079
Se 0.391 -4.554 -3.555  -0.181
Se 1.117 -2.649 -4.709  -0.137
Se -0.113 -1.006 -3.583  0.009
C 4.485 -3.129 -3.200  -0.009
C 4.104 -1.826 -2.561  -0.563
N 5.039 -0.854 -2.521  0.201
O 3.012 -1.665 -2.033  -0.214
H 5.193 -2.994 -4.018  0.079
H 3.587 -3.637 -3.538  0.025
H 4.942 -3.728 -2.408  0.086
H 5.994 -1.114 -2.693  0.109
H 4.882 -0.122 -1.839  0.091
F 5.964 -2.316 2.768  0.113
C 4.651 -2.153 2.545  -0.657
F 4.240 -1.123 3.300  0.117
F 4.026 -3.255 2.989  0.112
S 4.325 -1.856 0.756  0.485
O 5.026 -0.620 0.509  -0.287
O 4.849 -3.036 0.121  -0.280
O 2.863 -1.739 0.746  -0.440
Br 4.985 4.838 -1.933  0.618
C 3.909 3.286 -1.590  -0.715
C 3.506 3.010 -0.295  -0.162
C 2.707 1.893 -0.073  -0.170
C 2.286 1.007 -1.081  -0.238
C 2.752 1.350 -2.361  -0.206
C 3.541 2.467 -2.637  -0.169
H 3.808 3.653 0.522  0.087
H 2.400 1.735 0.955  0.065
H 2.484 0.720 -3.207  0.063
H 3.860 2.690 -3.649  0.092

(4)
This record from the Open Molecules 2025 dataset describes a 4-piece molecular cluster, C35H49F4N3O8SSi overall at a distorted geometry. The level of theory is wB97M-V/def2-TZVPD.

Its spin multiplicity is 1. As for the HOMO-LUMO gap: 7.72 eV. As for the LUMO energy: -1.231 eV. The HOMO energy is -8.95 eV. The net charge is 0.

Each line ends with the Löwdin charge.
Element x y z (Å)
C 0.597 -3.253 1.398  -0.031
C 1.303 -3.197 0.046  -0.255
C 2.408 -4.015 -0.126  -0.036
C 3.023 -3.980 -1.364  -0.074
C 2.578 -3.158 -2.368  -0.057
C 1.488 -2.337 -2.197  -0.216
C 1.017 -1.402 -3.306  -0.054
C 0.566 -0.094 -2.671  -0.099
C 1.401 0.826 -2.198  -0.102
S 3.181 0.707 -2.211  0.665
O 3.776 1.992 -2.139  -0.233
O 3.570 -0.118 -1.121  -0.222
F 3.619 0.070 -3.588  -0.135
C 0.827 2.089 -1.543  -0.284
O 1.296 3.195 -1.685  0.138
C -0.427 1.820 -0.734  -0.036
C -0.641 2.489 0.448  -0.139
C 0.297 3.512 1.078  -0.092
C 1.738 3.032 1.313  -0.054
C 1.895 2.140 2.551  -0.609
F 3.181 1.686 2.532  0.104
F 1.059 1.101 2.561  0.158
F 1.752 2.856 3.679  0.135
C -1.815 2.161 1.132  0.003
C -2.692 1.237 0.638  0.001
C -2.481 0.553 -0.556  -0.135
C -3.485 -0.474 -1.038  -0.101
C -4.821 0.193 -1.435  -0.243
O -5.441 0.869 -0.346  -0.229
Si -6.767 0.071 0.322  0.451
C -8.365 0.712 -0.493  -0.154
C -6.900 0.536 2.151  -0.178
C -6.649 -1.819 0.260  -0.154
C -1.318 0.858 -1.236  -0.034
C -0.929 0.169 -2.525  -0.251
O -1.710 -0.133 -3.404  0.114
C 0.862 -2.383 -0.966  -0.002
H 1.045 -4.025 2.027  0.047
H -0.453 -3.496 1.193  0.087
H 0.656 -2.300 1.939  0.078
H 2.768 -4.664 0.666  0.111
H 3.893 -4.621 -1.495  0.109
H 3.149 -3.187 -3.295  0.122
H 1.765 -1.278 -4.089  0.119
H 0.122 -1.849 -3.763  0.136
H -0.121 3.740 2.069  0.119
H 0.237 4.442 0.504  0.132
H 2.193 2.482 0.485  0.114
H 2.376 3.930 1.470  0.114
H -2.037 2.628 2.089  0.126
H -3.586 1.020 1.217  0.117
H -3.142 -1.020 -1.921  0.109
H -3.649 -1.229 -0.255  0.115
H -5.491 -0.528 -1.933  0.116
H -4.580 0.947 -2.201  0.132
H -8.066 1.432 -1.265  0.030
H -8.988 1.232 0.241  0.026
H -8.899 -0.143 -0.924  0.025
H -7.794 0.079 2.596  0.034
H -6.933 1.626 2.278  0.033
H -6.040 0.167 2.729  0.028
H -5.599 -2.128 0.320  0.022
H -7.140 -2.218 -0.634  0.034
H -7.133 -2.183 1.175  0.036
H -0.006 -1.760 -0.734  0.129
C 1.174 3.120 -6.770  -0.074
N 1.120 1.716 -7.134  0.005
C 0.178 0.793 -6.801  -0.551
C -0.976 1.248 -5.942  -0.009
O 0.281 -0.360 -7.190  0.027
H 1.178 3.724 -7.679  0.082
H 2.098 3.311 -6.221  0.083
H 0.328 3.406 -6.154  0.073
H 1.860 1.342 -7.707  0.138
H -1.636 0.408 -5.760  0.074
H -0.609 1.614 -4.983  0.069
H -1.543 2.032 -6.448  0.090
C 2.680 -6.401 5.212  -0.077
N 1.643 -6.201 4.217  0.003
C 1.207 -7.069 3.263  -0.557
C 1.860 -8.429 3.202  -0.012
O 0.318 -6.742 2.495  0.029
H 2.247 -6.280 6.207  0.083
H 3.456 -5.647 5.076  0.083
H 3.124 -7.388 5.134  0.072
H 1.164 -5.314 4.200  0.131
H 1.406 -8.999 2.397  0.083
H 2.927 -8.330 3.000  0.084
H 1.708 -8.967 4.139  0.084
C 5.396 6.418 5.275  -0.076
N 4.388 6.577 4.244  0.007
C 4.034 5.699 3.270  -0.544
C 4.745 4.379 3.214  -0.006
O 3.154 5.984 2.470  0.026
H 4.921 6.506 6.254  0.082
H 6.138 7.212 5.174  0.082
H 5.892 5.455 5.204  0.073
H 3.865 7.438 4.217  0.139
H 4.348 3.801 2.388  0.061
H 5.816 4.516 3.056  0.091
H 4.571 3.823 4.137  0.091